*one*
This record from the OMol25 dataset describes 12 unconnected molecules or ions with the total composition C36H84N12O12. The level of theory is ωB97M-V/def2-TZVPD.

Its HOMO-LUMO gap is 9.623 eV. The LUMO energy comes out at 0.0191 Ha. The spin multiplicity is 1. Its SMILES is CNC(C)=O.CNC(C)=O.CNC(C)=O.CNC(C)=O.CNC(C)=O.CNC(C)=O.CNC(C)=O.CNC(C)=O.CNC(C)=O.CNC(C)=O.CNC(C)=O.CNC(C)=O.

Atoms and positions in Å:
C1 11.161 18.564 12.595
N1 10.152 17.655 13.072
C2 9.710 17.932 14.328
C3 8.763 16.958 14.947
O1 10.026 18.932 14.915
H1 10.722 19.544 12.586
H2 11.474 18.263 11.561
H3 11.975 18.691 13.281
H4 9.875 16.811 12.602
H5 8.485 16.168 14.222
H6 7.849 17.390 15.375
H7 9.328 16.478 15.755
C4 11.233 10.786 12.828
N2 10.404 9.667 12.398
C5 9.426 9.126 13.169
C6 8.585 7.986 12.568
O2 9.273 9.451 14.395
H8 12.188 10.675 12.333
H9 11.422 10.824 13.902
H10 10.743 11.702 12.608
H11 10.552 9.450 11.411
H12 8.265 8.149 11.568
H13 7.796 7.893 13.278
H14 9.102 7.054 12.603
C7 15.371 18.442 13.906
N3 15.898 17.084 13.953
C8 16.359 16.351 12.875
C9 16.941 15.003 13.174
O3 16.449 16.897 11.782
H15 16.086 19.270 14.135
H16 14.598 18.490 14.627
H17 14.921 18.649 12.925
H18 15.781 16.569 14.813
H19 17.092 14.445 12.240
H20 16.237 14.482 13.810
H21 17.906 15.144 13.659
C10 13.678 13.457 19.041
N4 13.801 13.737 17.608
C11 14.654 14.629 17.073
C12 15.476 15.448 17.999
O4 14.705 14.782 15.865
H22 14.522 12.927 19.407
H23 12.733 12.917 19.176
H24 13.778 14.411 19.581
H25 13.138 13.281 16.987
H26 14.992 16.435 18.070
H27 16.509 15.497 17.690
H28 15.429 15.043 19.009
C13 13.606 11.276 7.723
N5 12.286 10.899 8.281
C14 12.126 10.104 9.322
C15 13.354 9.732 10.070
O5 11.009 9.740 9.739
H29 13.449 12.128 7.031
H30 13.906 10.507 7.066
H31 14.347 11.510 8.475
H32 11.496 11.069 7.673
H33 12.973 8.985 10.843
H34 13.741 10.620 10.596
H35 14.163 9.267 9.469
C16 8.589 12.254 9.220
N6 8.742 13.440 8.411
C17 9.676 13.611 7.391
C18 9.810 14.886 6.546
O6 10.556 12.769 7.267
H36 7.764 11.610 8.833
H37 8.320 12.542 10.230
H38 9.494 11.651 9.420
H39 7.958 14.072 8.445
H40 9.010 15.542 6.700
H41 10.032 14.644 5.492
H42 10.707 15.380 6.959
C19 17.021 11.042 14.119
N7 16.228 11.480 12.946
C20 14.897 11.854 13.055
C21 14.308 11.633 14.393
O7 14.331 12.354 12.081
H43 18.006 10.758 13.721
H44 16.486 10.159 14.409
H45 17.117 11.825 14.894
H46 16.726 11.831 12.148
H47 14.178 10.609 14.618
H48 13.362 12.101 14.460
H49 14.933 12.116 15.126
C22 12.489 15.449 13.674
N8 12.447 14.501 12.498
C23 11.365 14.350 11.745
C24 11.410 13.573 10.460
O8 10.293 14.855 12.017
H50 12.892 16.375 13.345
H51 13.146 15.086 14.456
H52 11.545 15.510 14.104
H53 13.251 13.865 12.394
H54 10.681 12.805 10.527
H55 12.353 13.035 10.362
H56 11.212 14.118 9.547
C25 6.589 14.913 11.095
N9 7.833 15.670 10.956
C26 8.035 16.444 9.837
C27 9.423 17.066 9.647
O9 7.244 16.517 8.888
H57 6.724 13.947 10.634
H58 5.778 15.583 10.665
H59 6.391 14.749 12.133
H60 8.684 15.278 11.399
H61 10.113 16.274 9.588
H62 9.564 17.772 10.458
H63 9.388 17.630 8.737
C28 11.238 16.780 17.879
N10 11.580 17.879 16.989
C29 12.534 18.687 17.475
C30 12.642 20.077 16.935
O10 13.389 18.292 18.258
H64 11.102 15.842 17.396
H65 10.309 16.944 18.449
H66 12.063 16.719 18.550
H67 10.772 18.408 16.607
H68 13.739 20.241 16.919
H69 12.276 20.894 17.581
H70 12.200 20.258 15.907
C31 11.557 10.501 17.315
N11 10.566 11.130 16.426
C32 10.738 12.359 15.941
C33 9.712 12.945 15.032
O11 11.653 13.118 16.265
H71 11.545 9.463 17.245
H72 11.302 10.692 18.392
H73 12.514 10.864 17.055
H74 9.937 10.515 15.923
H75 10.092 13.854 14.696
H76 8.848 13.160 15.733
H77 9.323 12.349 14.232
C34 18.730 13.269 7.896
N12 17.454 13.933 8.151
C35 16.678 13.623 9.237
C36 15.498 14.481 9.435
O12 17.028 12.729 10.022
H78 19.500 14.021 8.088
H79 18.781 13.064 6.856
H80 18.954 12.378 8.414
H81 17.264 14.770 7.620
H82 14.644 13.891 9.830
H83 15.258 15.064 8.550
H84 15.716 15.218 10.204

Atom charges from the Mulliken analysis, given in e for atoms 1 to 2: number 1, C, carries -1.190; number 2, N, carries 0.519

***

*two*
This record from the OMol25 dataset describes 12 unconnected molecules or ions with the total composition C36H84N12O12. The level of theory is ωB97M-V/def2-TZVPD.

Its HOMO-LUMO gap is 8.853 eV. The LUMO energy comes out at 0.0086 Ha. The spin multiplicity is 1. Its SMILES is CN(C)C=O.CN(C)C=O.CN(C)C=O.CN(C)C=O.CN(C)C=O.CN(C)C=O.CN(C)C=O.CN(C)C=O.CN(C)C=O.CN(C)C=O.CN(C)C=O.CN(C)C=O.

Atoms and positions in Å:
C1 1.872 -5.846 2.130
N1 1.357 -5.644 0.763
C2 1.580 -6.759 -0.159
C3 0.849 -4.487 0.418
O1 0.320 -4.204 -0.693
H1 1.201 -6.596 2.597
H2 1.870 -4.960 2.715
H3 2.903 -6.274 2.158
H4 1.496 -6.356 -1.164
H5 2.632 -7.041 -0.098
H6 0.933 -7.607 0.030
H7 0.920 -3.712 1.202
C4 0.532 -2.772 5.324
N2 1.057 -1.667 4.487
C5 0.206 -0.503 4.445
C6 1.779 -1.912 3.350
O2 2.409 -2.935 3.093
H8 0.956 -2.615 6.313
H9 0.882 -3.708 4.943
H10 -0.554 -2.731 5.195
H11 0.263 0.132 5.328
H12 0.515 0.124 3.575
H13 -0.861 -0.765 4.322
H14 1.830 -1.051 2.661
C7 -1.786 -2.717 2.145
N3 -2.416 -3.773 1.345
C8 -2.154 -5.209 1.576
C9 -2.889 -3.348 0.180
O3 -2.937 -2.169 -0.194
H15 -0.958 -2.170 1.588
H16 -1.498 -3.171 3.131
H17 -2.523 -1.898 2.281
H18 -2.265 -5.617 0.539
H19 -1.132 -5.397 1.883
H20 -2.918 -5.664 2.310
H21 -3.347 -4.098 -0.443
C10 -2.424 -2.711 -3.633
N4 -2.328 -4.005 -4.320
C11 -1.529 -4.967 -3.679
C12 -3.053 -4.340 -5.381
O4 -3.838 -3.623 -5.948
H22 -2.590 -2.885 -2.603
H23 -3.096 -1.967 -4.103
H24 -1.434 -2.302 -3.626
H25 -1.491 -5.989 -4.073
H26 -0.477 -4.710 -3.557
H27 -1.931 -5.117 -2.724
H28 -3.023 -5.452 -5.683
C13 2.938 4.258 2.626
N5 3.062 3.940 4.009
C14 3.395 2.500 4.328
C15 3.002 4.879 4.953
O5 3.210 4.701 6.145
H29 3.757 3.751 2.062
H30 3.103 5.336 2.397
H31 2.031 3.993 2.125
H32 2.974 2.414 5.347
H33 2.868 1.831 3.640
H34 4.497 2.424 4.275
H35 2.779 5.902 4.599
C16 -2.488 3.921 -0.440
N6 -3.811 4.088 -0.852
C17 -4.856 4.221 0.194
C18 -4.210 3.884 -2.132
O6 -5.274 3.980 -2.635
H36 -1.909 3.352 -1.179
H37 -2.434 3.208 0.400
H38 -1.921 4.806 -0.228
H39 -4.946 3.273 0.695
H40 -4.581 5.069 0.861
H41 -5.802 4.442 -0.277
H42 -3.297 3.499 -2.722
C19 4.386 -1.897 0.736
N7 5.133 -0.647 0.692
C20 5.981 -0.344 -0.405
C21 4.737 0.353 1.533
O7 5.286 1.445 1.578
H43 3.643 -1.896 -0.098
H44 3.821 -1.918 1.647
H45 4.960 -2.813 0.762
H46 6.843 -0.995 -0.431
H47 5.468 -0.340 -1.374
H48 6.270 0.701 -0.423
H49 3.918 0.051 2.169
C22 -5.980 -1.522 -2.969
N8 -5.434 -0.244 -2.515
C23 -4.979 0.692 -3.515
C24 -5.260 0.036 -1.278
O8 -4.768 1.105 -0.842
H50 -6.839 -1.256 -3.577
H51 -6.276 -2.091 -2.087
H52 -5.337 -2.161 -3.561
H53 -4.592 0.189 -4.391
H54 -5.714 1.434 -3.800
H55 -4.194 1.329 -3.054
H56 -5.557 -0.684 -0.500
C25 5.009 1.941 -3.975
N9 4.624 0.531 -3.941
C26 5.168 -0.531 -4.891
C27 3.613 0.095 -3.132
O9 3.155 -1.057 -3.183
H57 4.183 2.537 -3.579
H58 5.107 2.328 -4.994
H59 5.871 2.192 -3.336
H60 5.415 -1.345 -4.233
H61 4.451 -0.862 -5.647
H62 6.167 -0.151 -5.187
H63 3.292 0.814 -2.373
C28 -0.158 6.949 -1.374
N10 0.823 5.877 -1.457
C29 1.272 5.461 -0.065
C30 1.305 5.277 -2.591
O10 2.077 4.404 -2.653
H64 0.273 7.908 -1.048
H65 -0.954 6.547 -0.836
H66 -0.556 7.205 -2.325
H67 1.789 4.539 -0.106
H68 1.925 6.167 0.432
H69 0.405 5.314 0.644
H70 0.822 5.661 -3.487
C31 -3.857 1.949 3.174
N11 -2.499 1.953 2.732
C32 -2.039 1.076 1.710
C33 -1.567 2.664 3.375
O11 -0.387 2.646 3.036
H71 -4.551 1.847 2.322
H72 -4.010 2.868 3.707
H73 -4.108 1.037 3.724
H74 -2.889 0.688 1.096
H75 -1.374 1.633 1.018
H76 -1.452 0.304 2.059
H77 -1.839 3.232 4.295
C34 0.769 -1.215 -0.989
N12 0.605 0.255 -0.964
C35 -0.504 0.822 -1.789
C36 1.103 0.950 0.092
O12 1.789 0.428 0.991
H78 -0.131 -1.712 -0.669
H79 1.470 -1.416 -0.175
H80 1.247 -1.578 -1.841
H81 -0.508 1.950 -1.743
H82 -0.287 0.406 -2.798
H83 -1.475 0.359 -1.478
H84 0.904 2.053 0.020

Atom charges from the Mulliken analysis, given in e for atoms 1 to 2: number 1, C, carries -0.611; number 2, N, carries 0.287

***

Energies, relative to the best one, in eV: *one* 0.000; *two* 8.077.